No. 1
Entry from the OMol25 dataset: a cluster of 2 separate species, C5H15N2O in total (ωB97M-V/def2-TZVPD).

Values from the calculation:
Energy relative to the best compared isomer or geometry (same formula, charge and spin): 2.529 eV
Charge: +1
Electronic energy: -383.95811 Ha
Frontier orbital gap: 9.3 eV
HOMO: -12.6 eV

Each line ends with the Mulliken charge.
Positions of all 23 atoms, in Å:
H1 0.728 -2.490 -0.508  0.330
H2 -1.742 -0.774 -0.280  0.173
N1 1.095 1.955 0.094  -0.143
H3 -0.105 -1.859 -1.994  0.338
H4 -1.769 3.430 0.581  0.281
H5 -1.910 -1.883 1.866  0.399
H6 -1.103 -3.249 1.303  0.381
H7 -0.713 1.030 -0.725  0.562
H8 0.906 2.003 1.157  0.357
C1 0.282 0.911 -0.450  -0.936
H9 2.553 -1.323 -0.790  0.214
C2 -1.090 -2.232 1.277  -1.257
H10 0.713 2.894 -0.181  0.350
C3 -1.316 -1.800 -0.175  -0.310
C4 0.836 -0.349 -0.603  0.874
H11 -1.018 4.635 -0.038  0.304
N2 2.143 -0.579 -0.359  -0.495
H12 -1.948 -2.480 -0.734  0.376
H13 1.952 1.796 -0.233  0.305
O1 -1.037 3.651 0.121  -0.606
H14 -0.259 -1.690 1.811  0.269
C5 0.031 -1.697 -0.902  -0.847
H15 2.774 0.103 -0.239  0.081

No. 2
Entry from the OMol25 dataset: a structure of composition C8H24B2F8O4S4Y (ωB97M-V/def2-TZVPD).

Values from the calculation:
Charge: +1
Electronic energy: -3100.23411 Ha
Frontier orbital gap: 10.1 eV
HOMO: -12.6 eV

Each line ends with the Mulliken charge.
Positions of all 51 atoms, in Å:
H1 2.799 -4.381 1.017  0.466
C1 0.361 4.620 -2.343  -1.097
H2 -2.149 3.229 -1.741  0.258
H3 -0.988 -2.984 2.621  0.174
O1 0.446 -0.589 -1.587  -0.429
O2 -0.665 -0.291 2.237  -0.190
F1 0.984 3.181 1.015  -0.473
H4 2.207 -2.795 -2.928  0.289
H5 -1.887 -3.032 4.141  0.448
F2 -2.093 1.265 -0.399  -0.240
H6 2.035 -1.210 -3.636  0.313
H7 3.768 -0.716 2.382  0.380
B1 -0.300 3.595 1.491  0.569
C2 -0.969 -1.141 -3.716  -1.030
H8 1.087 4.745 -1.535  0.335
H9 -2.655 -2.621 2.581  0.330
H10 3.920 -2.440 2.919  0.393
H11 0.306 -1.329 4.679  0.259
C3 2.341 -3.532 0.507  -1.121
F3 -0.949 2.332 1.611  -0.370
C4 1.493 -2.129 -3.415  -1.090
F4 -0.080 4.148 2.731  -0.339
H12 0.737 5.074 -3.255  0.415
H13 -1.090 -1.090 5.701  0.427
H14 -1.969 4.027 -3.259  0.459
C5 -1.768 3.085 -2.752  -0.878
F5 -3.263 -0.596 -1.203  -0.370
H15 4.275 -1.895 1.278  0.362
H16 1.176 -2.647 -4.320  0.466
S1 0.021 2.871 -2.574  0.371
H17 -2.171 2.211 -3.251  0.308
F6 -3.290 0.072 1.008  -0.434
H18 -1.867 -0.689 -3.285  0.186
H19 -0.503 -0.442 -4.411  0.350
H20 -0.498 5.126 -1.903  0.314
Y1 0.203 0.722 0.372  2.174
C6 3.598 -1.762 2.130  -1.146
H21 1.409 -3.917 0.093  0.350
H22 2.961 -3.111 -0.281  0.291
O3 0.175 2.243 -1.206  -0.352
H23 -0.296 0.348 5.046  0.352
C7 -0.561 -0.686 4.838  -1.027
O4 1.399 -1.194 0.652  -0.545
F7 -0.965 4.379 0.577  -0.351
C8 -1.768 -2.491 3.206  -0.885
H24 -1.414 -1.938 -4.321  0.486
S2 0.053 -1.775 -2.415  0.545
S3 1.944 -2.212 1.641  0.587
F8 -1.417 -0.885 0.073  -0.211
S4 -1.567 -0.720 3.349  0.465
B2 -2.556 -0.034 -0.160  0.454

No. 3
Entry from the OMol25 dataset: a cluster of 2 separate species, C9H13NO in total (ωB97M-V/def2-TZVPD).

Values from the calculation:
Energy relative to the best compared isomer or geometry (same formula, charge and spin): 0.989 eV
Charge: 0
Electronic energy: -480.72094 Ha
Frontier orbital gap: 9.8 eV
HOMO: -9.0 eV
Structure (SMILES): Cc1ccccc1.CC(N)=O

Each line ends with the Mulliken charge.
Positions of all 24 atoms, in Å:
C1 -1.516 2.421 -1.456  0.794
H1 3.356 -0.791 2.522  0.367
H2 -1.466 -2.586 -0.303  0.270
H3 2.884 -3.154 1.860  0.332
H4 0.279 2.376 -0.299  0.215
H5 -3.416 2.501 -2.109  0.229
C2 1.878 -0.008 1.137  -0.118
H6 -3.298 1.740 -0.560  0.211
C3 -0.764 2.579 -0.159  -1.069
H7 -0.859 3.573 0.322  0.427
H8 -1.315 -1.084 -1.173  0.219
H9 -1.326 2.013 0.606  0.303
C4 1.286 -2.644 0.593  -0.513
C5 -0.697 -1.935 -0.818  -1.219
C6 2.301 -2.314 1.496  -0.355
C7 2.630 -0.975 1.747  -0.607
H10 2.032 1.084 1.370  0.260
H11 1.304 -3.663 0.242  0.346
O1 -1.103 2.609 -2.579  -0.601
H12 -0.545 -2.524 -1.713  0.338
N1 -2.888 2.310 -1.276  -0.419
C8 0.735 -0.298 0.367  0.052
C9 0.503 -1.663 0.048  0.608
H13 0.005 0.431 0.132  -0.070

No. 4
Entry from the OMol25 dataset: a cluster of 2 separate species, C3H7NO2 in total (ωB97M-V/def2-TZVPD).

Values from the calculation:
Energy relative to the best compared isomer or geometry (same formula, charge and spin): 2.032 eV
Charge: +1
2S+1: 2
Electronic energy: -323.35659 Ha
Frontier orbital gap (alpha / beta): 8.5 / 5.4 eV
HOMO (alpha / beta): -14.3 / -14.3 eV

Each line ends with the Mulliken charge.
Positions of all 13 atoms, in Å:
H1 0.634 0.745 -0.426  0.314
O1 -0.462 1.780 -2.528  -0.381
H2 1.368 1.030 -2.863  0.376
C1 0.229 -1.396 0.349  -0.595
H3 0.234 -1.764 -0.678  0.375
H4 0.036 -0.474 2.472  0.287
H5 -1.508 0.103 2.556  0.344
H6 -1.827 -0.932 0.444  0.320
C2 0.625 1.470 -2.167  0.175
N1 -0.680 0.044 1.962  -0.229
O2 1.092 1.463 -0.876  -0.419
C3 -0.837 -0.594 0.757  0.102
H7 1.094 -1.476 0.997  0.331

No. 5
Entry from the OMol25 dataset: a cluster of 6 separate species, C34H39IN3O2 in total (ωB97M-V/def2-TZVPD).

Values from the calculation:
Energy relative to the best compared isomer or geometry (same formula, charge and spin): 2.164 eV
Charge: +1
Electronic energy: -1931.04309 Ha
Frontier orbital gap: 6.6 eV
HOMO: -10.8 eV

Each line ends with the Mulliken charge.
Positions of all 79 atoms, in Å:
H1 1.095 2.795 4.586  0.420
H2 1.130 -2.669 -4.633  0.409
C1 -0.798 4.562 -2.048  0.014
H3 -1.120 -1.642 -4.612  0.402
H4 0.894 -1.841 5.410  0.518
C2 -0.097 4.797 -4.220  -0.676
C3 1.007 -1.638 -4.327  -0.431
H5 -3.197 -4.288 3.584  0.376
C4 3.079 -3.339 2.603  -0.426
H6 -2.143 3.401 -6.609  0.328
C5 4.004 -6.444 -1.868  -0.406
H7 2.916 -5.189 3.677  0.379
C6 2.641 -4.142 3.647  -0.553
H8 3.702 -3.754 1.822  0.618
C7 -2.202 -1.159 4.410  -0.198
H9 4.414 -3.620 -3.689  0.312
H10 -5.383 -3.142 3.486  0.370
C8 2.835 -4.605 -0.856  -0.601
C9 3.200 -5.943 -0.852  -0.406
H11 0.366 2.692 2.231  0.360
H12 -1.310 -0.601 4.670  0.279
C10 -0.413 0.249 -3.887  -0.636
C11 -2.257 2.932 5.051  -0.231
H13 3.067 -1.371 1.750  0.377
C12 -4.491 -2.585 3.743  -0.301
H14 2.832 0.990 -3.216  0.368
C13 -2.117 -2.516 4.127  -0.063
C14 1.505 -2.260 4.620  -0.600
C15 -0.904 2.905 5.359  -0.455
C16 -3.262 -3.229 3.798  -0.632
N1 -1.828 5.124 -2.705  -0.264
H15 -2.055 2.741 1.682  0.353
C17 4.073 -4.269 -2.892  -0.389
C18 -1.637 4.680 -4.119  0.677
H16 -3.497 0.537 4.587  0.230
H17 3.101 -1.344 -3.965  0.475
H18 5.069 -6.000 -3.675  0.372
C19 -2.673 2.876 3.727  -0.696
C20 -1.728 2.798 2.715  -0.061
H19 -0.584 2.948 6.392  0.395
O1 -2.989 3.806 -6.858  -0.307
H20 1.033 4.021 -2.548  0.358
H21 1.506 -4.231 5.465  0.407
H22 -0.951 4.285 0.031  0.199
H23 -3.136 6.137 -4.697  0.386
H24 0.336 3.972 -4.781  0.418
H25 -1.158 -3.017 4.165  0.247
H26 -0.715 2.868 -0.930  0.253
C21 2.117 -0.894 -3.947  -0.462
H27 -5.534 -0.727 3.983  0.369
C22 -2.547 5.340 -5.161  -0.872
C23 4.440 -5.608 -2.887  -0.480
C24 -3.431 -0.516 4.361  -0.050
H28 0.572 2.004 -3.148  0.223
H29 -2.748 5.061 -2.289  0.316
O2 -3.483 4.416 -5.668  -0.227
C25 -4.575 -1.228 4.023  -0.649
H30 2.974 -2.726 -1.871  0.400
C26 3.270 -3.768 -1.876  -0.055
C27 2.725 -1.996 2.566  -0.613
C28 -0.373 2.768 3.020  -0.338
N2 0.314 4.693 -2.797  0.039
H31 2.212 -4.204 -0.066  0.526
H32 1.668 -0.407 3.551  0.410
C29 1.851 -3.604 4.653  -0.373
H33 -1.403 0.690 -3.859  0.370
H34 2.862 -6.596 -0.058  0.377
C30 1.967 0.418 -3.527  -0.569
H35 -1.862 3.603 -4.125  0.085
H36 -2.990 2.992 5.845  0.386
H37 -3.729 2.891 3.488  0.377
I1 0.627 6.669 -4.967  0.194
C31 0.698 0.980 -3.487  0.275
C32 1.941 -1.455 3.576  -0.144
H38 4.291 -7.487 -1.866  0.369
C33 -0.257 -1.064 -4.311  -0.575
N3 -0.842 3.868 -0.881  -0.213
C34 0.040 2.822 4.344  -0.505
H39 -1.958 5.785 -5.969  0.441

No. 6
Entry from the OMol25 dataset: a structure of composition C2HO4Rb (ωB97M-V/def2-TZVPD).

Values from the calculation:
Energy relative to the best compared isomer or geometry (same formula, charge and spin): 0.661 eV
Charge: 0
Electronic energy: -401.88793 Ha
Frontier orbital gap: 7.2 eV
HOMO: -8.1 eV

Each line ends with the Mulliken charge.
Positions of all 8 atoms, in Å:
O1 -1.513 -1.270 0.033  -0.437
C1 -0.877 -0.076 -0.002  0.701
O2 -0.306 0.296 -1.161  -0.732
Rb1 0.639 3.038 -0.251  0.950
H1 -1.989 -1.338 0.870  0.305
O3 -1.087 0.743 0.920  -0.744
O4 2.835 -1.194 -0.126  -0.183
C2 2.298 -0.201 -0.282  0.138

No. 7
Entry from the OMol25 dataset: an isolated molecule of C4H7FS (ωB97M-V/def2-TZVPD).

Values from the calculation:
Energy relative to the best compared isomer or geometry (same formula, charge and spin): 1.638 eV
Charge: 0
Electronic energy: -654.60477 Ha
Frontier orbital gap: 8.5 eV
HOMO: -8.8 eV
Structure (SMILES): FCCCC=S

Each line ends with the Mulliken charge.
Positions of all 13 atoms, in Å:
H1 -1.026 0.339 -1.360  0.301
C1 -1.945 -0.540 0.444  -0.207
H2 -0.129 -1.114 -0.922  0.395
C2 1.728 0.227 -0.161  -0.471
C3 0.327 0.547 0.347  -0.522
F1 2.079 -1.130 0.079  -0.309
C4 -0.643 -0.276 -0.509  -0.523
H3 0.177 0.262 1.321  0.355
H4 2.485 0.692 0.396  0.343
H5 -1.612 -0.717 1.444  0.295
H6 1.750 0.371 -1.258  0.269
S1 -3.438 -0.285 -0.080  -0.232
H7 0.244 1.623 0.259  0.308

No. 8
Entry from the OMol25 dataset: an isolated molecule of C24H28N4O5S (ωB97M-V/def2-TZVPD).

Values from the calculation:
Energy relative to the best compared isomer or geometry (same formula, charge and spin): 1.743 eV
Charge: 0
Electronic energy: -1924.80140 Ha
Frontier orbital gap: 7.4 eV
HOMO: -7.2 eV
Structure (SMILES): CCOC(=O)c1sc2nc(CC(=O)OC)nc(N3CCN(c4ccc(OC)cc4)CC3)c2c1C

Each line ends with the Mulliken charge.
Positions of all 62 atoms, in Å:
N1 1.309 2.223 0.080  0.240
C1 1.160 -2.339 -1.521  -0.622
H1 5.486 0.863 1.648  0.246
H2 0.187 -5.031 -1.366  0.329
H3 1.653 -3.239 -1.189  0.393
H4 0.588 3.896 -0.945  0.477
C2 -1.765 1.441 0.713  -0.596
H5 -8.175 -1.200 0.686  0.397
C3 -2.835 0.580 0.774  0.772
O1 4.393 -1.293 0.585  -0.623
H6 2.975 -1.269 -1.461  0.616
C4 -0.203 -2.324 -1.781  0.552
C5 -7.097 -1.326 0.723  -1.241
H7 6.380 -0.585 2.151  0.290
C6 -4.249 0.927 0.716  0.435
H8 2.189 3.198 -2.563  0.361
C7 2.537 -1.840 2.031  -0.939
H9 3.212 2.013 0.878  0.638
S1 -2.389 -1.092 0.995  -0.225
C8 1.351 0.019 -2.061  0.526
C9 -6.424 0.033 0.769  -0.247
H10 -0.368 2.406 -1.130  0.054
C10 2.751 2.319 -0.059  -0.970
H11 -6.770 -1.874 -0.156  0.312
H12 -1.455 -5.107 -0.683  0.269
C11 0.638 2.809 -1.065  -0.435
O2 4.382 -0.545 2.691  -0.346
C12 0.840 1.093 0.671  0.197
N2 2.124 1.186 -2.156  -0.039
C13 -0.531 0.737 0.801  0.894
H13 2.455 -1.918 3.116  0.356
C14 3.863 -1.216 1.661  0.837
N3 0.231 -1.500 1.384  -0.443
H14 0.767 2.386 -3.209  0.466
C15 -0.727 -0.639 1.068  0.561
H15 -1.814 -1.138 -2.513  0.468
C16 -0.589 -4.465 -0.840  -0.784
H16 -2.271 3.298 -0.236  0.299
O3 -4.692 2.046 0.587  -0.638
C17 1.431 2.439 -2.348  -1.264
C18 -0.005 -0.005 -2.405  -0.242
O4 -5.014 -0.168 0.820  -0.242
C19 -0.763 -1.148 -2.268  -0.731
C20 5.609 0.129 2.447  -0.624
C21 1.431 -0.965 1.509  0.243
O5 -1.052 -3.380 -1.606  -0.505
H17 -6.733 0.601 1.654  0.308
H18 -2.699 3.189 1.449  0.533
H19 -6.665 0.631 -0.118  0.325
H20 3.562 0.454 -0.820  -0.075
H21 -0.505 0.873 -2.783  0.268
H22 5.879 0.618 3.379  0.253
N4 1.764 0.263 1.159  -0.266
H23 4.044 1.877 -1.759  0.391
H24 -0.206 -4.125 0.128  0.277
C22 -1.928 2.925 0.728  -1.816
H25 -0.995 3.411 1.000  0.435
C23 3.216 1.402 -1.222  -0.450
C24 1.921 -1.195 -1.673  -0.601
H26 2.439 -2.829 1.583  0.308
H27 2.987 3.368 -0.256  0.322
H28 -6.833 -1.901 1.606  0.317

Among the records above, which one has the lowest electronic energy?
C8H24B2F8O4S4Y